Entry 1:
DFT (wB97M-V/def2-TZVPD) results for a molecular structure, C35H26CrF3O6S3.

Cartesian coordinates (Å):
Cr1 3.3370 0.0224 0.0577
O1 5.1267 -1.1997 2.7856
S1 4.6277 0.0532 2.3129
O2 5.0314 1.2387 3.0085
O3 3.1158 0.0118 2.0639
O4 5.0213 0.2078 0.7583
C1 -1.8743 -6.8065 0.1064
C2 -1.2527 -5.4388 0.1073
C3 -1.9958 -4.3169 0.4620
C4 -1.4287 -3.0527 0.4527
C5 -0.1048 -2.9187 0.0628
C6 0.6669 -4.0163 -0.2846
C7 0.0824 -5.2718 -0.2547
S2 0.5713 -1.2894 0.0296
O5 2.0778 -1.5508 -0.1500
C8 0.0709 -0.7305 -1.5781
C9 0.5982 -1.4007 -2.7033
C10 0.3362 -0.9123 -3.9424
C11 -0.4413 0.2619 -4.1092
C12 -0.6975 0.7887 -5.3988
C13 -1.4271 1.9284 -5.5554
C14 -1.9397 2.6009 -4.4243
C15 -1.7131 2.1160 -3.1704
C16 -0.9558 0.9300 -2.9757
C17 -0.6782 0.4050 -1.6724
C18 -1.3057 1.1013 -0.5058
C19 -2.7034 0.8409 -0.2953
C20 -3.3802 -0.1829 -1.0110
C21 -4.7044 -0.4293 -0.7919
C22 -5.4313 0.3374 0.1442
C23 -4.8099 1.3304 0.8409
C24 -3.4351 1.6028 0.6382
C25 -2.7774 2.6380 1.3471
C26 -1.4462 2.8488 1.1810
C27 -0.6981 2.0439 0.2806
S3 1.0421 2.4586 0.1813
O6 1.7077 1.1818 -0.3163
C28 1.4435 2.6188 1.8764
C29 0.9698 1.7701 2.8693
C30 1.5073 1.8690 4.1349
C31 2.5308 2.7735 4.4154
C32 3.1812 2.8058 5.7640
C33 2.9795 3.6194 3.4084
C34 2.4397 3.5525 2.1386
H1 -2.7330 -6.8521 0.7747
H2 -1.1576 -7.5642 0.4192
H3 -2.2173 -7.0719 -0.8952
H4 -3.0277 -4.4339 0.7678
H5 -2.0104 -2.1878 0.7461
H6 1.7076 -3.8860 -0.5409
H7 0.6782 -6.1388 -0.5082
H8 1.2398 -2.2592 -2.5667
H9 0.7474 -1.3971 -4.8175
H10 -0.2933 0.2698 -6.2579
H11 -1.6126 2.3240 -6.5444
H12 -2.5121 3.5083 -4.5546
H13 -2.1089 2.6434 -2.3140
H14 -2.8365 -0.7761 -1.7330
H15 -5.2009 -1.2161 -1.3415
H16 -6.4813 0.1350 0.3047
H17 -5.3566 1.9255 1.5600
H18 -3.3435 3.2488 2.0377
H19 -0.9460 3.6198 1.7485
H20 0.2183 1.0229 2.6497
H21 1.1698 1.1944 4.9104
H22 2.8635 1.9647 6.3771
H23 2.9359 3.7268 6.2961
H24 4.2640 2.7598 5.6526
H25 3.7946 4.3008 3.6054
H26 2.8129 4.1929 1.3496
F1 5.0071 0.9006 -2.1794
C35 3.9163 0.1246 -1.9570
F2 4.2505 -1.1119 -2.4506
F3 2.9671 0.5926 -2.8267

Calculated values
- Energy above the lowest of the compared OMol25 structures with the same formula, charge and spin: 0.0 kcal/mol
- Spin multiplicity: 4
- HOMO-LUMO gap (alpha / beta): 8.4 / 8.4 eV
- Strongest force on any atom: 0.81 eV/A

=====

Entry 2:
DFT (wB97M-V/def2-TZVPD) results for a gas-phase ion, C29H36N3O4 (charge +1).

Cartesian coordinates (Å):
C1 7.3887 2.2389 1.2025
O1 6.8217 1.0249 1.7865
C2 5.4811 0.8094 1.7789
C3 4.9789 -0.3204 2.4684
C4 3.6148 -0.4646 2.6114
N1 2.7507 0.4382 2.0801
C5 1.2501 0.3630 2.4195
C6 0.3377 -0.3047 1.5034
C7 0.1939 0.0879 0.0732
C8 0.4572 -1.1441 -0.8261
C9 -0.6124 -1.6657 -1.5282
C10 -0.5997 -2.8939 -2.1605
C11 0.6414 -3.5039 -2.3986
O2 0.6824 -4.5824 -3.2251
C12 1.9296 -5.3260 -3.2730
C13 1.7870 -2.9563 -1.7867
C14 1.6833 -1.8236 -0.9784
C15 -0.7285 -1.1608 1.9867
C16 -0.8072 -1.5221 3.4364
O3 -1.6333 -1.5790 1.2168
C17 3.2143 1.4082 1.2681
C18 4.5641 1.6936 1.1729
H1 8.4524 2.1091 1.3812
H2 7.1668 2.2943 0.1332
H3 7.0054 3.1245 1.7139
H4 5.6536 -1.0318 2.9391
H5 3.1754 -1.2979 3.1577
H6 1.1847 -0.0318 3.4468
H7 0.9321 1.4131 2.5011
H8 0.7161 0.9826 -0.2345
H9 -1.5210 -1.0911 -1.5474
H10 -1.5144 -3.3746 -2.4960
H11 1.6669 -6.2664 -3.7684
H12 2.6955 -4.7837 -3.8541
H13 2.3105 -5.5137 -2.2533
H14 2.7465 -3.4565 -1.9163
H15 2.5769 -1.4582 -0.4665
H16 -0.9276 -0.6038 4.0431
H17 -1.7081 -2.1284 3.5883
H18 0.0932 -2.0710 3.7750
H19 2.4572 1.9991 0.7703
H20 4.8645 2.6211 0.6892
C19 -4.4547 1.5985 -3.6420
C20 -3.2625 0.6738 -3.4061
N2 -2.8185 0.6054 -2.0013
C21 -3.7187 -0.2459 -1.1520
C22 -3.7055 -1.7000 -1.5625
C23 -1.7054 1.2875 -1.5615
C24 -1.3315 0.9737 -0.1072
N3 -1.9967 2.0354 0.7849
C25 -2.3525 3.2906 0.3648
C26 -2.8153 4.2449 1.2619
C27 -2.8780 3.9969 2.6412
C28 -2.6204 2.6846 3.0328
C29 -2.2532 1.7111 2.0928
O4 -1.0885 2.0733 -2.2825
H21 -4.5934 1.7503 -4.7182
H22 -5.3552 1.1523 -3.2077
H23 -4.2581 2.5655 -3.1724
H24 -3.5692 -0.3522 -3.6711
H25 -2.4193 0.9421 -4.0590
H26 -3.4142 -0.1579 -0.1133
H27 -4.7354 0.1671 -1.2402
H28 -4.7344 -2.0437 -1.5837
H29 -3.2352 -1.8861 -2.5304
H30 -3.1918 -2.3108 -0.8140
H31 -1.7799 0.0862 0.1788
H32 -2.0713 3.5579 -0.6321
H33 -3.0872 5.2126 0.8673
H34 -3.2093 4.7636 3.3503
H35 -2.7487 2.3855 4.0742
H36 -2.0185 0.6865 2.3773

Calculated values
- SMILES: CCN(CC)C(=O)[C@@H]([C@@H](/C(C[n+]1ccc(OC)cc1)=C(/C)[O-])c1ccc(OC)cc1)[n+]1ccccc1
- Spin multiplicity: 1
- Net charge: +1
- HOMO-LUMO gap: 5.9 eV
- Strongest force on any atom: 2.26 eV/A

=====

Entry 3:
DFT (wB97M-V/def2-TZVPD) results for a gas-phase ion, CH6BrOP2 (charge +1).

Cartesian coordinates (Å):
C1 1.4927 -0.3178 0.2887
P1 0.2275 0.5831 -0.6493
P2 -1.8770 -0.1737 -0.5240
O1 -2.0540 0.0725 1.0647
Br1 -1.5733 -2.3405 -0.5602
H1 1.9139 -1.0447 -0.3900
H2 1.0549 -0.7725 1.1637
H3 2.2648 0.3909 0.5546
H4 0.1537 1.8974 -0.1859
H5 0.6574 0.6899 -1.9722
H6 -2.2606 1.0155 1.2099

Calculated values
- Spin multiplicity: 1
- Net charge: +1
- HOMO-LUMO gap: 9.8 eV
- Strongest force on any atom: 1.10 eV/A

=====

Entry 4:
DFT (wB97M-V/def2-TZVPD) results for C20H20ClFN2O3S in the gas phase.

Cartesian coordinates (Å):
O1 1.3518 -1.3699 -0.2390
C1 0.6370 -0.4971 0.2246
N1 -0.4339 -0.7564 0.9883
C2 -1.3155 0.2073 1.5970
H1 -0.9123 1.2143 1.5152
C3 -2.7003 0.1264 0.9187
N2 -2.9618 -1.2292 0.4773
C4 -3.3577 -1.4720 -0.8203
C5 -3.0297 -2.6135 -1.5649
C6 -3.4788 -2.8204 -2.8531
C7 -4.2810 -1.8790 -3.4706
C8 -4.6347 -0.7421 -2.7649
C9 -4.1919 -0.5498 -1.4723
H2 -4.5186 0.3273 -0.9364
H3 -5.2727 0.0008 -3.2193
H4 -4.6259 -2.0350 -4.4799
H5 -3.1756 -3.7228 -3.3605
F1 -2.2293 -3.5850 -1.0467
C10 -2.3426 -2.2147 1.3298
H6 -2.6686 -2.0017 2.3539
C11 -0.8094 -2.1365 1.2384
H7 -0.4268 -2.7366 0.4103
H8 -0.3484 -2.4907 2.1667
H9 -2.6891 -3.2140 1.0770
H10 -3.4721 0.4571 1.6266
H11 -2.7142 0.7936 0.0554
H12 -1.3853 -0.0301 2.6626
C12 0.9389 0.9547 -0.0116
C13 1.5128 1.4242 -1.3100
C14 0.1356 1.8431 -0.9082
H13 -0.0084 2.8602 -0.5722
H14 -0.7096 1.4124 -1.4265
H15 1.6298 0.6891 -2.0931
H16 2.3038 2.1589 -1.2681
S1 1.6832 1.7294 1.4508
O2 1.4061 0.9049 2.5973
O3 1.2541 3.1032 1.5120
C15 3.4515 1.6809 1.1336
C16 4.0368 0.4810 0.7720
C17 5.4026 0.4349 0.5541
C18 6.1562 1.5920 0.7060
C19 5.5647 2.7945 1.0683
C20 4.1977 2.8338 1.2827
H17 3.6958 3.7467 1.5625
H18 6.1667 3.6823 1.1801
Cl1 7.8569 1.5351 0.4359
H19 5.8812 -0.4882 0.2687
H20 3.4309 -0.4035 0.6521

Calculated values
- SMILES: O=C(N1CCN(c2ccccc2F)CC1)C1(S(=O)(=O)c2ccc(Cl)cc2)CC1
- Spin multiplicity: 1
- HOMO-LUMO gap: 8.4 eV
- Strongest force on any atom: 0.94 eV/A

=====

Copy entry 4 word for word.
DFT (wB97M-V/def2-TZVPD) results for C20H20ClFN2O3S in the gas phase.

Cartesian coordinates (Å):
O1 1.3518 -1.3699 -0.2390
C1 0.6370 -0.4971 0.2246
N1 -0.4339 -0.7564 0.9883
C2 -1.3155 0.2073 1.5970
H1 -0.9123 1.2143 1.5152
C3 -2.7003 0.1264 0.9187
N2 -2.9618 -1.2292 0.4773
C4 -3.3577 -1.4720 -0.8203
C5 -3.0297 -2.6135 -1.5649
C6 -3.4788 -2.8204 -2.8531
C7 -4.2810 -1.8790 -3.4706
C8 -4.6347 -0.7421 -2.7649
C9 -4.1919 -0.5498 -1.4723
H2 -4.5186 0.3273 -0.9364
H3 -5.2727 0.0008 -3.2193
H4 -4.6259 -2.0350 -4.4799
H5 -3.1756 -3.7228 -3.3605
F1 -2.2293 -3.5850 -1.0467
C10 -2.3426 -2.2147 1.3298
H6 -2.6686 -2.0017 2.3539
C11 -0.8094 -2.1365 1.2384
H7 -0.4268 -2.7366 0.4103
H8 -0.3484 -2.4907 2.1667
H9 -2.6891 -3.2140 1.0770
H10 -3.4721 0.4571 1.6266
H11 -2.7142 0.7936 0.0554
H12 -1.3853 -0.0301 2.6626
C12 0.9389 0.9547 -0.0116
C13 1.5128 1.4242 -1.3100
C14 0.1356 1.8431 -0.9082
H13 -0.0084 2.8602 -0.5722
H14 -0.7096 1.4124 -1.4265
H15 1.6298 0.6891 -2.0931
H16 2.3038 2.1589 -1.2681
S1 1.6832 1.7294 1.4508
O2 1.4061 0.9049 2.5973
O3 1.2541 3.1032 1.5120
C15 3.4515 1.6809 1.1336
C16 4.0368 0.4810 0.7720
C17 5.4026 0.4349 0.5541
C18 6.1562 1.5920 0.7060
C19 5.5647 2.7945 1.0683
C20 4.1977 2.8338 1.2827
H17 3.6958 3.7467 1.5625
H18 6.1667 3.6823 1.1801
Cl1 7.8569 1.5351 0.4359
H19 5.8812 -0.4882 0.2687
H20 3.4309 -0.4035 0.6521

Calculated values
- SMILES: O=C(N1CCN(c2ccccc2F)CC1)C1(S(=O)(=O)c2ccc(Cl)cc2)CC1
- Spin multiplicity: 1
- HOMO-LUMO gap: 8.4 eV
- Strongest force on any atom: 0.94 eV/A